Here is 13 unconnected molecules or ions with the total composition C34H81BrN30O16PS from the OMol25 dataset. Energies are from the ωB97M-V functional and the def2-TZVPD basis.

XYZ file:
```
164
Properties=species:S:1:pos:R:3
C -1.43 4.38 0.54
C -1.34 4.28 -1.12
C 0.22 3.96 -1.64
C 0.34 2.32 -1.69
N 1.48 1.79 -2.53
C 1.54 2.30 -3.98
C 2.81 3.30 -4.26
O 3.05 4.48 -3.67
Br 4.17 2.65 -5.64
C 2.39 0.90 -2.02
N 3.47 0.39 -2.98
C 3.13 -1.07 -3.18
C 3.30 -1.91 -1.74
C 4.70 -2.77 -1.91
C 5.03 -3.78 -0.67
C 4.41 -5.32 -0.90
C 4.11 -5.97 -2.39
C 3.47 -7.50 -2.55
C 3.18 -8.33 -1.16
C 3.50 -7.67 0.33
C 4.14 -6.17 0.52
P 1.72 -2.99 -1.58
N 1.59 -3.80 -0.19
O 1.65 -3.98 -3.02
O 0.33 -1.89 -1.63
C 3.30 -0.87 -0.47
N 2.40 0.33 -0.62
C 3.08 1.43 0.23
C 3.21 1.02 1.82
S 1.53 0.51 2.51
C 0.96 1.87 3.69
N 1.52 3.27 3.94
N 0.67 3.76 4.94
C -0.43 2.78 5.37
O -0.20 1.54 4.55
H -0.38 4.31 1.07
H -2.11 3.49 0.94
H -1.95 5.38 0.84
H -1.79 5.25 -1.64
H -2.08 3.39 -1.41
H 0.36 4.49 -2.68
H 0.97 4.37 -0.81
H -0.67 1.93 -2.21
H 0.30 1.93 -0.59
H 0.57 2.93 -4.26
H 1.60 1.37 -4.69
H 4.43 0.53 -2.60
H 1.99 -1.19 -3.52
H 3.76 -1.60 -4.01
H 5.57 -1.96 -1.93
H 4.71 -3.27 -2.98
H 4.74 -3.35 0.40
H 6.21 -3.93 -0.64
H 4.29 -5.38 -3.38
H 3.25 -7.91 -3.65
H 2.70 -9.41 -1.28
H 3.27 -8.28 1.33
H 4.40 -5.67 1.57
H 2.45 -3.60 0.37
H 1.08 -3.43 -3.67
H 0.11 -1.77 -0.64
H 4.42 -0.60 -0.18
H 2.89 -1.47 0.48
H 4.14 1.60 -0.28
H 2.49 2.45 0.20
H 4.06 0.22 2.04
H 3.54 1.99 2.43
H -1.30 2.91 6.15
C -4.28 5.05 2.86
O -3.15 4.72 2.56
N -5.11 4.27 3.58
N -4.82 6.23 2.49
H -6.05 4.52 3.83
H -4.75 3.37 3.87
H -4.23 6.85 1.95
H -5.75 6.52 2.73
C -1.88 -4.17 -5.09
O -1.43 -3.08 -5.40
N -2.70 -4.87 -5.90
N -1.62 -4.76 -3.91
H -3.08 -5.76 -5.67
H -2.92 -4.45 -6.80
H -1.01 -4.27 -3.27
H -1.99 -5.66 -3.65
C 1.20 7.60 -4.97
O 0.36 6.78 -5.28
N 1.20 8.86 -5.45
N 2.21 7.33 -4.12
H 1.89 9.56 -5.20
H 0.46 9.11 -6.09
H 2.25 6.40 -3.73
H 2.91 8.00 -3.85
C -3.84 0.16 5.25
O -3.78 1.04 6.09
N -4.88 -0.68 5.14
N -2.85 -0.06 4.36
H -4.94 -1.42 4.46
H -5.64 -0.56 5.80
H -2.05 0.55 4.40
H -2.88 -0.78 3.66
C -7.54 7.76 0.47
O -7.84 7.33 1.57
N -8.43 7.91 -0.53
N -6.28 8.12 0.16
H -8.19 8.27 -1.44
H -9.38 7.66 -0.33
H -5.58 8.02 0.88
H -6.00 8.48 -0.74
C -0.65 -8.84 -3.93
O -1.53 -8.67 -3.10
N 0.06 -7.82 -4.44
N -0.31 -10.05 -4.40
H 0.80 -7.93 -5.12
H -0.16 -6.89 -4.11
H -0.82 -10.84 -4.04
H 0.42 -10.20 -5.08
C -5.44 -7.22 -7.03
O -4.83 -6.49 -6.26
N -4.93 -8.37 -7.50
N -6.68 -6.93 -7.47
H -5.42 -8.98 -8.13
H -4.00 -8.62 -7.20
H -7.10 -6.08 -7.14
H -7.20 -7.52 -8.10
C -2.30 8.18 5.48
O -1.69 8.90 6.25
N -1.79 7.02 5.01
N -3.54 8.46 5.04
H -2.28 6.41 4.38
H -0.86 6.77 5.32
H -3.96 9.32 5.38
H -4.06 7.87 4.41
C -0.25 5.60 8.02
O -1.22 5.13 7.45
N 1.01 5.27 7.70
N -0.36 6.51 9.01
H 1.82 5.66 8.15
H 1.14 4.60 6.96
H -1.30 6.79 9.28
H 0.43 6.91 9.48
C 0.57 -12.13 -1.05
O 1.47 -11.34 -1.29
N -0.64 -11.74 -0.61
N 0.72 -13.46 -1.19
H -1.39 -12.38 -0.41
H -0.79 -10.75 -0.49
H 1.61 -13.79 -1.52
H -0.01 -14.13 -1.00
C 7.02 3.14 -0.34
O 6.18 2.31 -0.66
N 7.02 4.39 -0.82
N 8.02 2.87 0.51
H 7.70 5.09 -0.58
H 6.28 4.64 -1.47
H 8.06 1.93 0.89
H 8.73 3.54 0.78
C -0.36 -0.78 8.11
O 0.60 -1.14 8.77
N -0.49 -1.06 6.80
N -1.38 -0.08 8.64
H -1.27 -0.77 6.24
H 0.26 -1.58 6.36
H -1.33 0.14 9.62
H -2.18 0.22 8.11
```

As for the total energy: -7503.80192 hartree. For the HOMO energy, the calculation gives -9.451 eV. The calculation puts the frontier orbital gap at 6.041 eV. Its net charge is +1. The LUMO energy is -3.41 eV.